No. 1
Density functional theory data (the ωB97M-V functional and the def2-TZVPD basis) for a structure of composition C36H36Cl2F2N8O2S2Sn.

Last column: Mulliken charge in e.
Geometry (Å):
1 Sn 1.533 1.781 0.850  0.809
2 C -4.884 -0.914 1.636  -1.236
3 N -3.566 -1.217 1.118  0.435
4 C -3.045 -2.514 1.484  -1.083
5 C -2.719 -0.192 0.717  0.066
6 N -1.498 -0.033 1.092  0.640
7 C -1.111 -0.589 2.331  0.088
8 C -1.767 -0.171 3.466  -0.647
9 C -1.348 -0.563 4.747  -1.354
10 C -0.230 -1.329 4.894  -1.019
11 C 0.486 -1.777 3.758  1.607
12 C 1.684 -2.516 3.922  -0.953
13 C 2.390 -2.931 2.834  -1.132
14 C 1.883 -2.727 1.539  -0.102
15 C 0.677 -2.087 1.329  -0.572
16 N 0.107 -1.967 0.073  0.610
17 C 0.180 -2.871 -0.839  -0.042
18 N -0.027 -2.510 -2.149  0.415
19 C -0.561 -3.422 -3.138  -1.258
20 C -0.028 -1.110 -2.528  -0.566
21 N 0.372 -4.236 -0.650  0.357
22 C -0.015 -4.891 0.580  -0.823
23 C 1.378 -4.944 -1.415  -1.244
24 C 0.014 -1.471 2.452  0.069
25 N -3.301 0.674 -0.181  0.295
26 C -2.688 1.949 -0.455  -0.921
27 C -4.241 0.222 -1.184  -1.210
28 H -4.898 -1.004 2.730  0.334
29 H -5.629 -1.604 1.229  0.327
30 H -5.169 0.101 1.372  0.377
31 H -3.747 -3.281 1.145  0.464
32 H -2.898 -2.626 2.564  0.305
33 H -2.094 -2.665 0.980  0.223
34 H -2.593 0.522 3.355  0.619
35 H -1.892 -0.215 5.616  0.339
36 H 0.139 -1.595 5.877  0.408
37 H 2.041 -2.708 4.926  0.433
38 H 3.334 -3.448 2.959  0.420
39 H 2.426 -3.107 0.683  0.493
40 H -0.835 -4.365 -2.674  0.414
41 H 0.155 -3.622 -3.942  0.328
42 H -1.455 -2.985 -3.591  0.352
43 H 0.130 -0.496 -1.648  -0.241
44 H -0.992 -0.851 -2.977  0.294
45 H 0.753 -0.903 -3.267  0.347
46 H -0.733 -4.282 1.124  0.137
47 H 0.837 -5.074 1.241  0.314
48 H -0.481 -5.850 0.338  0.401
49 H 1.713 -4.340 -2.254  0.348
50 H 0.987 -5.891 -1.800  0.315
51 H 2.248 -5.169 -0.785  0.362
52 H -2.043 2.223 0.375  -0.008
53 H -3.462 2.710 -0.590  0.402
54 H -2.089 1.906 -1.371  0.382
55 H -4.457 -0.834 -1.047  0.391
56 H -3.820 0.364 -2.186  0.328
57 H -5.179 0.783 -1.132  0.311
58 S 2.660 -0.016 -0.302  -0.184
59 C 3.458 1.028 -1.476  0.514
60 C 3.858 0.415 -2.663  -0.976
61 C 4.541 1.111 -3.646  0.241
62 C 4.920 0.431 -4.853  -0.279
63 N 5.200 -0.132 -5.814  -0.508
64 C 4.829 2.467 -3.453  0.580
65 C 4.420 3.089 -2.284  -0.988
66 C 3.737 2.393 -1.289  0.812
67 S 3.270 3.311 0.144  -0.541
68 C 5.522 3.227 -4.455  -0.281
69 N 6.070 3.837 -5.259  -0.505
70 H 3.630 -0.631 -2.819  0.602
71 H 4.634 4.140 -2.145  0.575
72 Cl -1.640 7.886 -1.833  -0.219
73 C -1.119 6.476 -0.969  0.170
74 C -1.167 6.479 0.431  -0.548
75 C -0.765 5.378 1.143  0.297
76 Cl -0.832 5.389 2.866  -0.198
77 C -0.285 4.210 0.498  -0.313
78 O 0.056 3.181 1.215  -0.116
79 C -0.252 4.238 -0.916  1.646
80 C 0.146 3.086 -1.669  -0.388
81 O 0.589 2.023 -1.221  -0.618
82 C -0.675 5.371 -1.637  -1.320
83 H -1.524 7.354 0.956  0.464
84 H 0.025 3.157 -2.760  0.251
85 H -0.644 5.357 -2.719  0.477
86 F 2.579 0.592 3.329  -0.246
87 C 1.797 1.660 3.020  0.205
88 F 0.656 1.587 3.733  -0.195
89 H 2.332 2.568 3.321  0.443

Atoms 1-6, force components in eV/Å:
Sn 0.0 0.0 -0.2
C 0.0 0.0 0.0
N 0.0 0.0 0.0
C 0.0 0.0 0.0
C 0.1 0.0 -0.1
N 0.0 0.1 0.2

For the energy above the lowest of the compared OMol25 structures with the same formula, charge and spin, the calculation gives 8.4 kcal/mol. The HOMO-LUMO gap comes out at 0.221 Ha.



No. 2
Density functional theory data (the ωB97M-V functional and the def2-TZVPD basis) for a structure of composition C36H36Cl2F6I2N6O6S3TeTl.

Last column: Mulliken charge in e.
Geometry (Å):
1 Tl 0.225 -0.654 -0.563  1.382
2 Cl 3.982 5.967 -1.464  -0.212
3 C 3.225 4.628 -0.667  -0.045
4 C 2.098 4.839 0.115  -0.686
5 C 1.512 3.777 0.767  0.541
6 Cl 0.082 4.095 1.707  -0.192
7 C 2.000 2.454 0.696  -1.542
8 O 1.459 1.491 1.389  0.072
9 C 3.105 2.264 -0.182  1.901
10 C 3.628 0.958 -0.603  -0.867
11 O 3.102 -0.127 -0.445  -0.364
12 C 3.712 3.354 -0.816  -1.039
13 H 1.679 5.831 0.212  0.491
14 H 4.574 1.021 -1.172  0.274
15 H 4.566 3.177 -1.459  0.436
16 I 0.355 1.682 -3.172  0.125
17 C -1.739 1.608 -2.839  -0.697
18 I -2.293 2.203 -0.870  0.110
19 H -2.060 0.583 -2.989  0.185
20 H -2.212 2.296 -3.526  0.611
21 N 1.054 -0.408 3.268  -0.608
22 S 2.311 -0.798 2.183  2.641
23 C 2.708 -2.413 2.820  -0.853
24 C 2.704 -2.712 4.180  -0.273
25 C 3.019 -4.001 4.571  -0.931
26 C 3.340 -4.963 3.616  -0.658
27 C 3.359 -4.644 2.267  -0.636
28 C 3.036 -3.357 1.859  0.129
29 C 3.719 0.120 2.809  0.463
30 C 3.582 1.333 3.460  -0.381
31 C 4.722 2.019 3.850  -0.815
32 C 5.980 1.507 3.563  -0.620
33 C 6.102 0.303 2.884  -0.793
34 C 4.971 -0.400 2.501  -0.794
35 H 0.568 -1.287 3.442  0.364
36 H 2.479 -1.950 4.916  0.517
37 H 3.025 -4.255 5.622  0.452
38 H 3.577 -5.971 3.932  0.432
39 H 3.603 -5.395 1.527  0.515
40 H 3.029 -3.087 0.810  0.432
41 H 2.607 1.752 3.643  0.377
42 H 4.625 2.963 4.369  0.480
43 H 6.865 2.052 3.862  0.430
44 H 7.080 -0.098 2.652  0.462
45 H 5.068 -1.341 1.975  0.467
46 C -3.517 -1.799 -0.613  -0.660
47 N -2.257 -2.169 0.063  1.109
48 C -2.364 -1.749 1.455  -1.192
49 N -3.493 -2.339 2.161  0.247
50 C -4.716 -1.966 1.425  -0.705
51 N -4.679 -2.403 0.031  0.094
52 C -4.517 -3.862 0.013  -0.688
53 N -3.290 -4.278 0.699  0.138
54 C -2.152 -3.646 0.040  -0.670
55 C -3.351 -3.806 2.081  -0.710
56 H -3.454 -2.126 -1.650  0.185
57 H -3.623 -0.711 -0.590  0.192
58 H -2.477 -0.658 1.465  0.214
59 H -1.436 -2.028 1.975  0.195
60 H -4.829 -0.879 1.455  0.300
61 H -5.574 -2.420 1.921  0.395
62 H -4.481 -4.204 -1.022  0.331
63 H -5.375 -4.320 0.507  0.339
64 H -2.095 -3.974 -0.998  0.236
65 H -1.233 -3.944 0.548  0.115
66 H -2.436 -4.101 2.599  0.324
67 H -4.203 -4.266 2.583  0.389
68 C 0.115 2.166 4.543  -0.944
69 Te -0.388 1.005 2.830  0.665
70 C -1.618 -0.037 4.271  -0.944
71 C -1.896 0.959 5.371  0.337
72 C -2.938 0.791 6.274  -0.812
73 C -3.158 1.740 7.261  -0.625
74 C -2.347 2.865 7.341  -0.598
75 C -1.304 3.037 6.445  -0.851
76 C -1.072 2.076 5.467  0.446
77 H 0.381 3.182 4.268  0.802
78 H 0.978 1.652 4.969  0.486
79 H -1.096 -0.919 4.651  0.602
80 H -2.537 -0.384 3.799  0.445
81 H -3.583 -0.077 6.199  0.520
82 H -3.971 1.607 7.962  0.425
83 H -2.532 3.615 8.099  0.423
84 H -0.672 3.915 6.508  0.476
85 F 0.906 -3.409 -5.544  -0.177
86 C -0.166 -2.831 -5.030  0.426
87 F -1.226 -3.605 -5.212  -0.196
88 F -0.362 -1.656 -5.621  -0.191
89 S 0.056 -2.510 -3.234  0.681
90 O -1.165 -1.823 -2.867  -0.512
91 O 1.272 -1.742 -3.058  -0.593
92 N 0.151 -3.968 -2.652  -0.568
93 S 1.112 -4.239 -1.422  1.176
94 O 1.029 -3.188 -0.409  -0.455
95 O 0.966 -5.582 -0.970  -0.677
96 C 2.881 -4.150 -2.057  0.360
97 F 3.545 -5.183 -1.540  -0.237
98 F 3.472 -3.031 -1.651  -0.117
99 F 2.920 -4.224 -3.375  -0.236

Atoms 1-6, force components in eV/Å:
Tl -0.1 0.0 -0.1
Cl 0.0 0.0 0.0
C 0.0 0.1 0.0
C 0.0 0.1 0.0
C 0.1 0.0 -0.1
Cl 0.0 0.1 0.0

For the energy above the lowest of the compared OMol25 structures with the same formula, charge and spin, the calculation gives 0.0 kcal/mol. The HOMO-LUMO gap comes out at 0.258 Ha. As for the charge: +1.



- HOMO-LUMO gap of number 1 (C36H36Cl2F2N8O2S2Sn)?
  0.221 Ha



- Which of these has the lowest HOMO-LUMO gap?
  C36H36Cl2F2N8O2S2Sn